Here is C5H13N5O as an isolated structure at a distorted geometry from the OMol25 dataset. Energies are from ωB97M-V/def2-TZVPD.

Output
Gap between HOMO and LUMO ... 9.1 eV
Net charge ... +2
ΔE to the lowest compared entry with this formula, charge and spin ... 82.76 kcal per mole

Geometry as XYZ:
```
24
Properties=species:S:1:pos:R:3:forces:R:3:nbo_charge:R:1
C 2.413381 0.394339 -0.139183 -0.8 -0.3 1.4 0.7036
C 0.837176 -1.416653 0.386107 0.7 4.1 -2.2 0.6128
C 0.267501 1.191900 0.687329 -0.5 2.2 4.8 -0.1147
C -3.502374 0.800133 -0.240903 0.6 0.1 -3.7 -0.6323
C -2.514300 -0.295409 -0.554460 -0.2 0.3 1.2 -0.0810
N 1.726244 1.334221 0.505645 -0.9 -0.3 -1.0 -0.5462
N -0.269764 0.095099 0.002050 1.0 -4.3 -0.6 -0.0118
N 2.026556 -0.957172 -0.113874 0.8 0.5 0.0 -0.6029
N 3.555210 0.694571 -0.693231 -0.5 0.0 0.1 -0.6966
N 0.462149 -2.615938 0.554083 -3.2 0.8 0.7 -0.6754
O -1.448853 -0.272548 0.486074 -0.3 0.6 0.4 -0.3478
H 0.109632 1.079536 1.883046 0.0 0.5 -2.7 0.2348
H -0.316034 2.139803 0.334930 1.1 -1.7 0.5 0.2877
H -4.060648 0.470170 0.547170 -1.7 -0.6 2.1 0.2294
H -3.211675 1.810549 -0.078049 0.8 0.7 0.0 0.2264
H -4.109713 0.785156 -1.179307 -0.1 0.3 0.9 0.2530
H -2.035170 -0.424423 -1.508746 0.1 0.5 -0.4 0.2114
H -3.131948 -1.140968 -0.329483 0.4 -1.1 0.0 0.2161
H 2.147228 2.254583 0.728146 -0.4 -0.9 -0.4 0.4678
H 2.792078 -1.462654 -0.561327 -0.7 -1.1 0.3 0.4391
H 3.640759 1.667914 -0.878942 0.9 0.6 -0.4 0.4439
H 4.238733 0.036151 -1.010959 0.4 -0.1 -0.2 0.4491
H -0.574590 -2.714666 0.827546 1.9 0.0 -0.4 0.4740
H 0.958428 -3.453701 0.346343 0.7 -0.8 -0.1 0.4596
```
Forces are in eV/Å.